(w)
11
Properties=species:S:1:pos:R:3 method="wB97M-V/def2-TZVPD" orbital_gap_ev=12.383 charge=+1 homo_energy_ev=-17.450 lumo_energy_ev=-5.07
C -0.505 1.416 0.996
C -0.557 -0.519 -0.381
O 1.232 -1.347 -0.563
O -0.798 0.004 0.776
H -0.762 2.032 0.260
H -0.950 1.799 1.910
H 0.614 1.412 1.154
H 1.707 -0.665 -1.169
H -1.023 -1.484 -0.472
H -0.483 -0.084 -1.388
H 1.883 -1.968 -0.187

***

(x)
11
Properties=species:S:1:pos:R:3 method="wB97M-V/def2-TZVPD" orbital_gap_ev=11.039 charge=+1 homo_energy_ev=-17.054 lumo_energy_ev=-6.01
O 0.345 -1.670 -0.127
H 0.956 -2.389 0.159
H 0.273 0.634 -1.372
H 0.677 -1.454 -1.054
C 0.337 1.213 -0.456
C -0.452 0.477 0.556
O -1.749 0.277 0.456
H 1.316 1.252 0.095
H 0.172 2.292 -0.597
H -0.022 0.003 1.504
H -1.855 -0.637 0.837

***

Least stable of them? (w).

***

(w)
10
Properties=species:S:1:pos:R:3 method="wB97M-V/def2-TZVPD" orbital_gap_ev=8.473 homo_energy_ev=-8.212 lumo_energy_ev=0.26
C 0.864 1.008 -0.044
H 0.360 -1.201 0.496
H 2.192 -1.774 0.575
H 1.027 2.142 -0.223
H -0.853 1.843 0.372
H -1.864 -1.264 1.048
N 1.432 -1.114 -0.001
N 1.865 0.173 -0.229
N -0.433 0.753 0.436
S -1.631 -0.280 -0.215

***

(x)
10
Properties=species:S:1:pos:R:3 method="wB97M-V/def2-TZVPD" orbital_gap_ev=8.984 homo_energy_ev=-8.098 lumo_energy_ev=0.89
C 0.267 -0.835 -0.403
H 2.516 -1.140 -1.230
H 3.160 0.125 -0.350
H 0.434 -1.863 -0.716
H -1.697 -1.209 -0.104
H -0.706 0.902 1.606
N 2.495 -0.613 -0.351
N 1.233 -0.059 -0.188
N -1.030 -0.456 -0.219
S -1.512 1.006 0.532

***

(y)
10
Properties=species:S:1:pos:R:3 method="wB97M-V/def2-TZVPD" orbital_gap_ev=8.962 homo_energy_ev=-8.788 lumo_energy_ev=0.17
C -0.639 0.173 -0.285
H 2.214 0.390 0.966
H 1.236 1.637 -0.221
H 0.951 -1.115 -0.914
H -1.357 -1.569 0.737
H -2.389 -0.429 0.458
N 1.726 0.411 -0.164
N 0.626 -0.303 -0.196
N -1.544 -0.933 -0.231
S -0.825 1.737 -0.149

***

Least stable of them? (y).

***

(w)
8
Properties=species:S:1:pos:R:3 method="wB97M-V/def2-TZVPD" orbital_gap_ev=8.481 homo_energy_ev=-8.895 lumo_energy_ev=-0.41
C 1.336 -0.981 -0.051
C -0.467 0.605 -0.109
N 0.136 -0.455 -0.444
O 2.856 1.161 -0.092
S 2.823 -0.314 0.040
H 1.342 -2.075 0.301
H -1.443 0.651 -0.673
H 0.003 1.268 0.541

***

(x)
8
Properties=species:S:1:pos:R:3 method="wB97M-V/def2-TZVPD" orbital_gap_ev=9.437 homo_energy_ev=-8.778 lumo_energy_ev=0.66
C 0.061 -0.983 0.040
C 0.153 1.234 0.002
H 0.273 -1.922 -0.529
H 0.005 -1.293 1.091
H 0.358 2.286 -0.088
N -1.107 0.953 -0.061
O -1.145 -0.428 -0.289
S 1.401 0.153 -0.166

***

Least stable of them? (x).

***

(w)
8
Properties=species:S:1:pos:R:3 method="wB97M-V/def2-TZVPD" orbital_gap_ev=9.315 homo_energy_ev=-8.494 lumo_energy_ev=0.82
C -0.366 -0.919 -0.852
C 0.429 -0.222 1.287
H 0.256 -1.187 -1.808
H -1.441 -1.184 -0.936
H 0.421 -0.296 2.578
N 0.127 0.854 0.840
O 0.443 -1.278 0.310
S -0.253 0.859 -0.675

***

(x)
8
Properties=species:S:1:pos:R:3 method="wB97M-V/def2-TZVPD" orbital_gap_ev="7.566 / 7.562" homo_energy_ev="-8.769 / -8.765" lumo_energy_ev="-1.20 / -1.20"
C -0.383 0.616 0.410
C 0.273 -1.554 0.886
N -0.486 -0.508 1.003
O 0.985 -3.912 1.107
S 0.371 -2.798 1.931
H -1.197 1.401 0.434
H 0.488 0.965 -0.284
H 0.890 -1.921 -0.159

***

Least stable of them? (x).